Model A:
Formula: C2H10N2O2
Source: the Open Molecules 2025 dataset
Level of theory: ωB97M-V with the def2-TZVPD basis set

Kohn-Sham gap in eV: 3.34
Multiplicity: 1
LUMO in eV: -3.994
Total charge: 0

Last column: natural (NBO) charge in e.
Cartesian coordinates (Å):
C 0.67439 1.48449 -0.01065  -0.4788
N 2.02320 1.13862 -0.21999  -0.5206
C -1.23247 -1.99871 -0.36693  -0.1390
N -2.16011 -1.37274 0.23089  -0.2982
H 0.46303 2.04217 0.92581  0.1862
H 0.09520 0.55223 -0.00931  0.2414
H 0.32511 2.09041 -0.86630  0.2697
H 2.59574 1.71168 0.38560  0.3238
H -0.54083 -2.66768 0.19734  0.2462
H -1.09887 -1.91578 -1.48346  0.2288
H 1.70947 -0.42635 0.15820  0.4668
H 2.16266 -1.90039 0.08373  0.4717
O 1.41245 -1.33960 -0.13644  -0.9508
H -2.09965 0.12803 -0.00739  0.4511
H -2.17992 1.29198 1.03939  0.4581
O -2.14943 1.18164 0.07952  -0.9564

Model B:
Formula: C2H10N2O2
Source: the Open Molecules 2025 dataset
Level of theory: ωB97M-V with the def2-TZVPD basis set

Kohn-Sham gap in eV: 10.12
Multiplicity: 1
SMILES: NCO.NCO
LUMO in eV: 0.773
Total charge: 0

Last column: natural (NBO) charge in e.
Cartesian coordinates (Å):
N 2.31487 -0.19179 -0.11783  -0.8687
C 1.51455 0.90497 -0.55791  0.1120
O 0.69065 1.33783 0.52014  -0.7513
H 2.20660 -0.44030 0.84157  0.3808
H 3.26910 -0.13301 -0.41221  0.3724
H 2.15641 1.76152 -0.81515  0.1393
H 0.86320 0.63942 -1.39415  0.1429
H 0.11849 2.04127 0.26718  0.4777
N -1.09110 -1.32166 0.88292  -0.8506
C -1.75775 -0.98996 -0.30785  0.0764
O -2.44503 0.32212 -0.30429  -0.7631
H -0.35257 -0.67188 1.14505  0.3812
H -1.72033 -1.49932 1.64010  0.3669
H -1.18104 -0.88446 -1.23039  0.1633
H -2.56827 -1.67926 -0.55380  0.1686
H -2.01776 0.80453 0.39662  0.4523

Model C:
Formula: C2H10N2O2
Source: the Open Molecules 2025 dataset
Level of theory: ωB97M-V with the def2-TZVPD basis set

Kohn-Sham gap in eV: 9.53
Multiplicity: 1
SMILES: C/N=C\N.O.O
LUMO in eV: 0.632
Total charge: 0

Last column: natural (NBO) charge in e.
Cartesian coordinates (Å):
C -1.78867 1.43305 0.69700  -0.4577
N -0.38446 1.24100 0.35765  -0.5246
C 0.28806 1.10584 -0.70403  0.2727
N -0.31511 1.32349 -1.95431  -0.8643
H -2.54046 0.77380 0.26593  0.1736
H -1.82274 1.20278 1.76244  0.2202
H -1.95211 2.49094 0.46953  0.2059
H 1.38809 1.13716 -0.66672  0.1820
H -1.29744 1.50540 -2.05126  0.4027
H 0.37060 1.30803 -2.69046  0.3908
O -1.40397 -1.72583 1.10675  -0.9361
H -2.36226 -1.72791 1.00057  0.4613
H -1.10611 -1.05121 0.48237  0.4737
O 4.53481 -3.21396 0.33325  -0.9255
H 3.58798 -3.20817 0.56436  0.4641
H 4.80379 -2.59441 1.02693  0.4613

So which one is most stable? That would be model B, about 0.0118 hartree below the next structure.

Model A:
Formula: C2H3N3O
Source: the Open Molecules 2025 dataset
Level of theory: ωB97M-V with the def2-TZVPD basis set

Kohn-Sham gap in eV: 10.40
Multiplicity: 1
SMILES: Nc1cnon1
LUMO in eV: 0.860
Total charge: 0

Last column: natural (NBO) charge in e.
Cartesian coordinates (Å):
N -0.15914 -0.58049 1.46381  -0.8046
C -0.01018 0.01464 0.23480  0.2542
C 0.90186 0.07940 -0.85610  -0.1163
N 0.21549 0.39142 -1.92256  -0.0634
O -1.05575 0.57220 -1.53722  -0.1261
N -1.17722 0.41088 -0.21202  -0.1773
H -1.16815 -0.38610 1.54824  0.4079
H 0.48489 -0.43710 2.22972  0.3936
H 1.96821 -0.06484 -0.94866  0.2321

Model B:
Formula: C2H3N3O
Source: the Open Molecules 2025 dataset
Level of theory: ωB97M-V with the def2-TZVPD basis set

Kohn-Sham gap in eV: 10.66
Multiplicity: 1
SMILES: Oc1cn[nH]n1
LUMO in eV: 0.824
Total charge: 0

Last column: natural (NBO) charge in e.
Cartesian coordinates (Å):
O 1.10485 1.56003 -0.41918  -0.6467
C 0.36958 0.45810 -0.25500  0.4055
C 0.77352 -0.79335 0.31142  -0.0950
N -0.29431 -1.51917 0.49589  -0.2045
N -1.31807 -0.79481 -0.06133  -0.2423
N -0.89428 0.42970 -0.51632  -0.3311
H 0.48277 2.22600 -0.75476  0.4961
H 1.76993 -1.11070 0.58518  0.2237
H -1.99399 -0.45579 0.61409  0.3942

So which one is most stable? That would be model B, about 0.0491 hartree below the next structure.

Model A:
Formula: C2H3N3O
Source: the Open Molecules 2025 dataset
Level of theory: ωB97M-V with the def2-TZVPD basis set

Kohn-Sham gap in eV: 9.77
Multiplicity: 1
LUMO in eV: 0.623
Total charge: 0

Last column: natural (NBO) charge in e.
Cartesian coordinates (Å):
C -0.46789 0.66849 0.42255  0.7126
C -0.03795 -1.16559 -0.49660  -0.1727
N -1.10563 -1.80560 -1.19534  -0.0610
N -0.27181 -1.24788 -1.90087  -0.0658
N 0.63802 1.26767 0.81015  -0.8344
O -1.61450 0.96505 0.46635  -0.5654
H 0.75079 -1.73381 -0.02599  0.1685
H 1.54962 0.87312 0.67387  0.4141
H 0.55935 2.17856 1.24588  0.4041

Model B:
Formula: C2H3N3O
Source: the Open Molecules 2025 dataset
Level of theory: ωB97M-V with the def2-TZVPD basis set

Kohn-Sham gap (alpha / beta) in eV: 8.51 / 8.48
Multiplicity: 1
LUMO (alpha / beta) in eV: -0.696 / -0.910
Total charge: 0

Last column: natural (NBO) charge in e.
Cartesian coordinates (Å):
O 0.09713 -1.62845 -1.22954  -0.6579
C 0.34045 -0.66186 -0.30556  0.3620
N 1.39911 -0.15151 0.12827  -0.3012
N 0.35709 1.54708 0.95056  -0.2679
N -0.81131 1.10720 0.68409  -0.1366
C -0.91103 -0.08579 0.24429  -0.0743
H 0.91548 -2.00594 -1.58400  0.4988
H 0.40033 2.56262 0.70828  0.3572
H -1.78727 -0.68334 0.40361  0.2198

Model C:
Formula: C2H3N3O
Source: the Open Molecules 2025 dataset
Level of theory: ωB97M-V with the def2-TZVPD basis set

Kohn-Sham gap in eV: 10.37
Multiplicity: 1
SMILES: Oc1cn[nH]n1
LUMO in eV: 0.973
Total charge: 0

Last column: natural (NBO) charge in e.
Cartesian coordinates (Å):
O -1.99742 -0.30894 -0.13368  -0.6536
C -0.67239 -0.09595 -0.04102  0.3848
C 0.03594 1.10250 -0.25344  -0.1620
N 1.32274 0.85391 -0.03594  -0.2097
N 1.34783 -0.41959 0.27992  -0.1601
N 0.17926 -1.05278 0.28823  -0.3204
H -2.14288 -1.25309 0.02677  0.4930
H -0.28595 2.07595 -0.59008  0.2243
H 2.21287 -0.90202 0.45923  0.4038

Model D:
Formula: C2H3N3O
Source: the Open Molecules 2025 dataset
Level of theory: ωB97M-V with the def2-TZVPD basis set

Kohn-Sham gap in eV: 10.02
Multiplicity: 1
LUMO in eV: 0.597
Total charge: 0

Last column: natural (NBO) charge in e.
Cartesian coordinates (Å):
C -0.08802 0.48018 -0.48540  0.6095
C -0.62860 -0.81605 0.89549  0.1434
H -0.14173 2.33546 -0.09797  0.5100
H -0.98764 -1.39953 1.80783  0.2008
H 1.54323 -0.61927 -1.25162  0.4268
N -0.99773 0.37994 0.47339  -0.5234
N 0.32333 -1.54256 0.24120  -0.2944
N 0.72946 -0.60662 -0.66530  -0.3924
O 0.24770 1.78843 -0.91762  -0.6804

So which one is most stable? That would be model C, about 0.0158 hartree below the next structure.

Model A:
Formula: C2H3N3O
Source: the Open Molecules 2025 dataset
Level of theory: ωB97M-V with the def2-TZVPD basis set

Kohn-Sham gap in eV: 9.32
Multiplicity: 1
LUMO in eV: -0.026
Total charge: 0

Last column: natural (NBO) charge in e.
Cartesian coordinates (Å):
N 0.38404 -1.56052 0.53652  -0.7911
C 0.20408 -0.24183 0.18769  0.1752
N 0.31858 0.77556 1.00071  -0.0896
O -0.18623 1.86482 0.42690  -0.1968
N -0.51135 1.42062 -0.98245  -0.3446
C -0.28200 0.13707 -1.11869  0.0272
H 0.89944 -1.71270 1.39037  0.3911
H 0.68955 -2.12943 -0.24056  0.3954
H -1.51610 1.44641 -1.20049  0.4332

Model B:
Formula: C2H3N3O
Source: the Open Molecules 2025 dataset
Level of theory: ωB97M-V with the def2-TZVPD basis set

Kohn-Sham gap (alpha / beta) in eV: 9.01 / 9.00
Multiplicity: 1
SMILES: Oc1ncn[nH]1
LUMO (alpha / beta) in eV: 0.670 / 0.670
Total charge: 0

Last column: natural (NBO) charge in e.
Cartesian coordinates (Å):
O -1.82644 -0.36557 0.14957  -0.6614
C -0.52773 -0.09082 0.02040  0.5762
N 0.36530 -0.91074 -0.46245  -0.5314
C 1.53750 -0.33482 -0.44892  0.1049
N 1.26162 1.20377 0.25327  -0.2976
N -0.06553 1.09422 0.41667  -0.3540
H -1.97436 -1.16668 -0.36896  0.5047
H 2.34604 -1.11209 -0.29732  0.2286
H -0.75927 1.77179 0.77603  0.4301

So which one is most stable? That would be model B, about 0.0688 hartree below the next structure.

Model A:
Formula: C2H3N3O
Source: the Open Molecules 2025 dataset
Level of theory: ωB97M-V with the def2-TZVPD basis set

Kohn-Sham gap in eV: 10.69
Multiplicity: 1
SMILES: NC(=O)N1C=N1
LUMO in eV: 0.853
Total charge: 0

Last column: natural (NBO) charge in e.
Cartesian coordinates (Å):
N -0.75889 0.69421 1.30156  -0.8227
C -0.11724 0.63873 0.10939  0.7427
O 0.49020 1.54939 -0.40393  -0.5972
N -0.30933 -0.66927 -0.49443  -0.4158
C 0.83983 -1.21824 -1.08961  0.1953
N 0.26741 -0.60653 -1.99710  -0.1375
H -1.25989 -0.10104 1.66138  0.4071
H -0.82183 1.58402 1.76933  0.4089
H 1.66974 -1.87127 -0.85660  0.2192

Model B:
Formula: C2H3N3O
Source: the Open Molecules 2025 dataset
Level of theory: ωB97M-V with the def2-TZVPD basis set

Kohn-Sham gap (alpha / beta) in eV: 8.36 / 8.36
Multiplicity: 1
SMILES: Oc1nc[nH]n1
LUMO (alpha / beta) in eV: -0.445 / -0.442
Total charge: 0

Last column: natural (NBO) charge in e.
Cartesian coordinates (Å):
O -1.34409 0.67335 1.00930  -0.6774
C -1.10501 -0.02956 -0.26957  0.4202
N -0.13988 0.91616 -0.60026  -0.4244
C 0.96248 0.29328 -0.37989  0.1444
N 0.70555 -1.02813 -0.14656  -0.3471
N -0.60201 -1.27998 -0.09906  -0.2179
H -1.80806 1.48068 0.78007  0.4820
H 1.94582 0.72871 -0.29124  0.2067
H 1.38520 -1.75451 -0.00279  0.4134

So which one is most stable? That would be model A, about 0.0611 hartree below the next structure.

Model A:
Formula: C2H3N3O
Source: the Open Molecules 2025 dataset
Level of theory: ωB97M-V with the def2-TZVPD basis set

Kohn-Sham gap in eV: 10.82
Multiplicity: 1
SMILES: [H]/N=C(/C#N)NO
LUMO in eV: 0.248
Total charge: 0

Last column: natural (NBO) charge in e.
Cartesian coordinates (Å):
H 0.51795 -0.43578 1.54798  0.3530
N 1.17801 -0.04119 0.90651  -0.5867
C 0.50821 0.22355 -0.10849  0.2861
C 1.17439 0.33203 -1.42181  0.2107
N 1.82119 0.42348 -2.43112  -0.2473
N -0.88674 0.16217 -0.11534  -0.3080
O -1.39134 -0.53029 0.93508  -0.5557
H -1.11860 -0.27452 -0.96294  0.3589
H -1.80308 0.14054 1.65012  0.4891

Model B:
Formula: C2H3N3O
Source: the Open Molecules 2025 dataset
Level of theory: ωB97M-V with the def2-TZVPD basis set

Kohn-Sham gap in eV: 10.42
Multiplicity: 1
SMILES: On1ccnn1
LUMO in eV: 0.684
Total charge: 0

Last column: natural (NBO) charge in e.
Cartesian coordinates (Å):
O -1.41524 -0.71459 -1.17150  -0.4749
N -0.55334 -0.25890 -0.34351  0.1217
C 0.74066 -0.13852 -0.52102  -0.1344
C 1.02200 0.81106 0.49565  -0.1325
N -0.02536 0.90217 1.41410  -0.2288
N -1.00816 0.27256 0.76441  -0.1382
H -2.13324 -1.11367 -0.51069  0.4953
H 1.35454 -0.88165 -1.22243  0.2636
H 2.01814 1.12153 1.09499  0.2282

So which one is most stable? That would be model A, about 0.0454 hartree below the next structure.

Model A:
Formula: C2H3NO3
Source: the Open Molecules 2025 dataset
Level of theory: ωB97M-V with the def2-TZVPD basis set

Kohn-Sham gap in eV: 8.73
Multiplicity: 1
SMILES: C=CO[N+](=O)[O-]
LUMO in eV: -0.313
Total charge: 0

Last column: natural (NBO) charge in e.
Cartesian coordinates (Å):
C -1.40711 -0.03306 1.22509  -0.5383
C -0.32269 -0.18044 0.40864  0.1080
O -0.25880 0.11069 -0.87498  -0.4613
N 1.31883 0.09743 -1.48420  0.7553
O 1.36021 0.45303 -2.58163  -0.2409
O 2.03444 -0.35095 -0.71376  -0.2589
H -1.08328 -0.29184 2.24361  0.2176
H -2.33605 0.58628 0.92998  0.2280
H 0.69445 -0.39114 0.84726  0.1905

Model B:
Formula: C2H3NO3
Source: the Open Molecules 2025 dataset
Level of theory: ωB97M-V with the def2-TZVPD basis set

Kohn-Sham gap in eV: 10.63
Multiplicity: 1
LUMO in eV: 0.391
Total charge: 0

Last column: natural (NBO) charge in e.
Cartesian coordinates (Å):
C 1.13042 0.33622 -1.32695  0.5176
C -1.14780 0.00553 1.54942  0.6305
H 1.17828 -0.68142 -2.13452  0.1112
H 0.07701 -1.09193 -0.61270  0.3612
H -1.51064 0.58829 2.35619  0.1569
N 0.57575 -0.08330 -0.00874  -0.3427
O 1.40535 1.43805 -1.80323  -0.5193
O -0.42675 0.66143 0.55796  -0.3814
O -1.28161 -1.17288 1.42257  -0.5340

Model C:
Formula: C2H3NO3
Source: the Open Molecules 2025 dataset
Level of theory: ωB97M-V with the def2-TZVPD basis set

Kohn-Sham gap in eV: 10.57
Multiplicity: 1
LUMO in eV: 0.338
Total charge: 0

Last column: natural (NBO) charge in e.
Cartesian coordinates (Å):
C -0.01163 -0.19230 1.21512  0.8438
C -0.54628 -0.59598 -0.67266  0.0822
N 0.50729 0.13089 0.01838  -0.2028
O 0.26203 0.02730 2.35552  -0.5632
O -1.02292 -0.99269 0.64344  -0.4928
O 1.43313 1.08747 -0.31840  -0.4920
H -1.16539 0.16918 -1.22969  0.1629
H -0.37912 -1.50527 -1.34194  0.1948
H 0.92291 1.87138 -0.66977  0.4672

Model D:
Formula: C2H3NO3
Source: the Open Molecules 2025 dataset
Level of theory: ωB97M-V with the def2-TZVPD basis set

Kohn-Sham gap in eV: 8.50
Multiplicity: 1
SMILES: O=CC(=O)NO
LUMO in eV: -1.324
Total charge: 0

Last column: natural (NBO) charge in e.
Cartesian coordinates (Å):
O -1.74388 -1.11899 -0.08832  -0.4569
C -1.31932 0.13472 0.03080  0.3036
C 0.00777 0.68140 -0.11110  0.5131
O 0.12102 1.85772 0.06904  -0.5220
N 1.25210 -0.06554 -0.23135  -0.3317
O 1.31987 -1.23812 0.28595  -0.5223
H -1.79275 0.91626 0.61806  0.1707
H 2.16888 0.47348 -0.18156  0.3762
H 1.15236 -1.83250 -0.46849  0.4692

So which one is most stable? That would be model C, about 0.0412 hartree below the next structure.